Formula: C4H12BrMnO4
Source: the Open Molecules 2025 dataset
Level of theory: wB97M-V/def2-TZVPD

Results
Calculated total energy in hartree: -4184.74983
Charge: +2
2S+1: 7
Frontier orbital gap (spin up / spin down) in eV: 4.62 / 4.15

Geometry (Å):
Br1 2.7965 1.9231 1.8032
Mn1 2.6374 3.6638 3.7258
O1 0.4501 1.1057 -0.7626
O2 2.3061 -1.6517 0.8635
O3 -1.8915 0.2067 -2.2428
O4 -0.5509 -2.5807 1.5066
C1 -0.1929 -1.4964 0.6929
C2 -1.8781 1.4344 -1.6335
C3 1.1454 -1.9601 0.1332
C4 -0.8764 1.4099 -0.4409
H1 0.9952 1.3027 0.0027
H2 2.3479 -0.7139 1.0642
H3 1.1329 -1.6086 -0.8985
H4 0.0284 -0.6314 1.3182
H5 -1.1707 0.6462 0.2790
H6 -2.8602 1.8271 -1.3703
H7 -0.9523 -1.3094 -0.0664
H8 -0.9894 0.0691 -2.5408
H9 -0.9676 2.3600 0.0856
H10 -1.5519 2.1593 -2.3793
H11 1.1760 -3.0185 -0.1255
H12 -1.1340 -3.1374 0.9854

---

Formula: C15H22B3ClO18S
Source: the Open Molecules 2025 dataset
Level of theory: wB97M-V/def2-TZVPD

Results
Calculated total energy in hartree: -2872.39724
2S+1: 1
Relative energy (zero: lowest compared OMol25 entry of this formula, charge and spin) in kcal per mole: 10.75
Frontier orbital gap in eV: 9.82

Geometry (Å):
Cl1 -3.3892 -3.7716 0.1847
S1 2.0228 -3.6496 0.6211
O1 5.9761 2.5347 5.1354
O2 -1.6136 -1.5837 0.2165
O3 -5.0697 3.8788 -0.1650
O4 -2.4652 3.4711 -3.9751
O5 5.4013 -3.9322 2.8090
O6 -2.3891 2.1627 -2.1434
O7 -7.1244 4.0770 -1.0317
O8 7.0856 1.4077 3.5522
O9 5.1488 -3.9054 0.5743
O10 6.5917 0.4041 5.5130
O11 0.2194 -1.7376 1.8517
O12 -3.2470 -2.0493 -2.0607
O13 -0.8226 -3.7606 1.1088
O14 -6.3750 2.0494 -0.4107
O15 -1.9864 -3.5798 -3.1173
O16 -3.7183 -2.6463 -4.1786
O17 -4.0093 1.8615 -3.6590
O18 6.1876 -2.2074 1.6226
C1 -2.1613 -4.3191 -4.3269
C2 -5.1725 5.2130 -0.6705
C3 6.1914 -3.1530 3.7098
C4 -6.2052 3.2219 -0.5249
C5 -4.0897 0.7549 -2.7503
C6 -3.3271 1.2476 -1.5618
C7 -2.9111 2.5815 -3.3224
C8 6.2885 -1.8323 2.9981
C9 6.6353 2.6231 2.9478
C10 -3.0078 -2.6956 -3.0259
C11 6.3269 3.4906 4.1373
C12 -2.9943 -3.3846 -5.1641
C13 5.5423 -3.3980 1.5715
C14 -6.6589 5.4048 -0.8008
C15 6.5539 1.3562 4.8031
B1 -1.8057 -2.9382 0.5267
B2 -0.5187 -1.0041 0.8816
B3 0.3781 -3.0147 1.2425
H1 5.4610 -1.1636 3.2449
H2 -3.6284 -0.1139 -3.2112
H3 7.1644 -3.6342 3.8354
H4 -7.1148 5.7845 0.1170
H5 -3.6743 -3.9095 -5.8321
H6 -4.6552 5.2666 -1.6315
H7 -4.7164 5.9224 0.0171
H8 7.2270 -1.3196 3.1931
H9 -1.2003 -4.5503 -4.7821
H10 -0.1224 0.0888 0.6519
H11 -6.9286 6.0593 -1.6272
H12 2.0951 -3.0418 -0.6092
H13 5.7512 2.4094 2.3425
H14 -2.3861 -2.6908 -5.7494
H15 -5.1253 0.5212 -2.5123
H16 -3.9588 1.7899 -0.8592
H17 7.4079 3.0460 2.3089
H18 -2.8153 0.4462 -1.0340
H19 -2.6800 -5.2529 -4.0980
H20 5.5051 4.1800 3.9548
H21 5.7099 -3.0721 4.6820
H22 7.1964 4.0567 4.4799

---

Formula: C6H15NO2S
Source: the Open Molecules 2025 dataset
Level of theory: wB97M-V/def2-TZVPD

Results
Calculated total energy in hartree: -840.84516
2S+1: 1
Relative energy (zero: lowest compared OMol25 entry of this formula, charge and spin) in kcal per mole: 132.32
Frontier orbital gap in eV: 10.94

Geometry (Å):
S1 0.1420 2.3135 2.3718
O1 1.4820 2.8573 2.6472
O2 -1.0322 3.1718 2.0596
N1 -0.1360 1.6149 3.7335
C1 -0.7473 0.1180 0.9386
C2 -0.0389 -0.2736 -1.6543
C3 -0.3811 -0.8325 -0.3721
C4 0.3927 1.1703 1.0711
C5 0.6863 -2.4149 -2.5318
C6 -0.3579 -1.3517 -2.7436
H1 -0.8841 -0.6398 1.8433
H2 -1.2809 -1.4718 -0.4370
H3 1.7678 -1.8828 -3.1876
H4 0.2007 -3.4370 -3.0975
H5 -0.6906 0.6311 -2.0014
H6 1.3432 0.6429 1.2229
H7 0.8080 1.6683 4.3148
H8 0.8719 -2.5457 -1.2159
H9 -0.3501 -0.7909 -3.8056
H10 0.3943 1.8856 0.2238
H11 0.4697 -1.5457 -0.1809
H12 -1.4128 -1.7963 -2.3417
H13 -0.8475 2.2947 4.2604
H14 1.1687 -0.1048 -1.7233
H15 -1.5679 0.7193 0.6057

---

Formula: C17H29N3O6
Source: the Open Molecules 2025 dataset
Level of theory: wB97M-V/def2-TZVPD

Results
Calculated total energy in hartree: -1280.28905
2S+1: 1
Relative energy (zero: lowest compared OMol25 entry of this formula, charge and spin) in kcal per mole: 403.34
Frontier orbital gap in eV: 9.24

Geometry (Å):
O1 -0.4890 4.8211 -0.9999
O2 3.3965 1.1293 -1.5416
O3 3.1830 -2.7233 -0.1142
O4 4.7292 -1.1124 0.3685
O5 1.3764 -0.0055 -1.8357
O6 -1.8215 -1.2180 -0.1296
N1 0.7023 3.1233 0.3062
N2 0.1697 2.8954 -1.8505
N3 1.3385 2.1355 0.4884
C1 -0.9054 -0.2186 -1.1442
C2 2.5424 0.3108 -0.9586
C3 1.0285 -0.6815 0.4859
C4 2.0858 1.9074 1.2758
C5 -3.8334 -1.6713 0.5213
C6 0.0161 3.6351 -0.8402
C7 3.5499 -1.4287 0.2098
C8 -3.0484 -0.8220 -0.4242
C9 -5.1632 -1.0866 0.7768
C10 0.4764 -0.7924 -1.0565
C11 2.9299 0.7494 1.4718
C12 6.1321 -2.0274 -1.5789
C13 5.8567 -1.7730 0.1221
C14 2.1313 2.8685 2.7835
C15 -7.5793 -0.7822 -0.0484
C16 -6.0286 -1.1391 -0.4614
C17 2.5281 -0.5151 0.2344
H1 5.3879 -2.8898 0.7000
H2 -3.3012 -0.6364 -1.3117
H3 -0.2429 3.2642 -2.7075
H4 2.5086 3.9902 2.0737
H5 -0.9335 0.6325 -0.5644
H6 -5.7565 -1.7754 1.4101
H7 -3.1807 0.2704 0.2335
H8 -8.1623 -0.8328 -0.9414
H9 6.2767 -0.9892 -1.7710
H10 6.9739 -2.6385 -1.3201
H11 -7.5012 0.2508 0.2530
H12 -6.1187 -2.0528 -1.0030
H13 -5.7585 -0.3419 -1.2000
H14 -3.7594 -2.7462 0.0693
H15 0.5731 -1.8540 -1.4392
H16 2.7362 0.1502 2.5262
H17 0.3847 -0.1622 1.0276
H18 3.9955 1.0942 1.2564
H19 -7.9435 -1.5928 0.6518
H20 -5.4381 -0.1222 1.3172
H21 1.2364 2.7159 3.1033
H22 -1.3122 -0.1028 -2.1431
H23 0.9842 -1.9475 0.8641
H24 0.6138 4.0751 1.0682
H25 0.8347 2.1047 -2.0268
H26 2.9977 2.4462 3.3099
H27 6.7554 -1.6754 0.8013
H28 -3.2921 -1.8876 1.5431
H29 5.1377 -2.3257 -1.8411

---

Formula: C31H66IMgN3O6P
Source: the Open Molecules 2025 dataset
Level of theory: wB97M-V/def2-TZVPD

Results
Calculated total energy in hartree: -2674.67173
Charge: +2
2S+1: 2
Frontier orbital gap in eV: 1.93

Geometry (Å):
I1 -4.4701 -1.4398 0.8632
P1 5.5796 -0.0039 -6.8606
Mg1 -3.5684 2.2309 4.5969
O1 5.7136 0.0226 -8.4988
O2 4.4996 1.3305 -6.9307
O3 2.5611 3.7122 -1.6925
O4 6.6971 0.8194 -6.2228
O5 -9.3875 -0.2136 2.6853
O6 6.4534 -1.4735 -6.7741
N1 4.1015 2.2280 -2.4502
N2 4.4052 4.4683 -2.7746
N3 -8.6980 -1.2483 2.4247
C1 4.5278 -1.1219 2.2085
C2 -8.4278 -1.3125 0.9645
C3 4.5605 0.2301 -9.3106
C4 -8.0891 -2.8038 0.4316
C5 0.0644 2.5540 1.5004
C6 4.9305 1.4910 2.5741
C7 -2.9499 1.8239 1.0105
C8 -7.3933 -0.2275 0.4204
C9 3.6144 -1.1221 0.9037
C10 -6.0830 0.0046 1.3074
C11 -7.9909 -0.8040 4.7671
C12 -5.6186 1.5290 1.0051
C13 -2.3403 3.2019 0.4948
C14 7.7837 -1.4916 -7.2731
C15 4.0139 2.2196 1.4659
C16 3.0409 -2.5492 0.4793
C17 -4.3376 1.9984 1.8267
C18 3.7693 -5.0845 2.1888
C19 -1.0310 3.6856 1.2596
C20 4.0816 1.8341 -5.6673
C21 1.5068 2.8714 0.8870
C22 3.6183 3.4854 -2.2672
C23 -6.8013 -2.6643 3.4926
C24 -9.8448 -0.9601 0.2440
C25 4.7907 -4.4970 1.1176
C26 -7.4810 -1.2164 3.2788
C27 3.6286 -4.1681 3.4863
C28 5.5612 0.1187 2.0567
C29 4.1384 -3.5879 -0.0179
C30 -6.4052 -0.1070 2.8705
C31 2.5733 2.5491 2.0546
H1 1.6995 2.1085 0.0642
H2 -8.7300 -3.5280 1.0367
H3 -2.0769 3.0458 -0.6059
H4 4.9673 2.0338 -2.9199
H5 3.1588 -4.7748 4.3322
H6 4.9878 -2.9678 -0.4696
H7 4.0901 5.4164 -2.6642
H8 2.6970 -0.4806 1.1533
H9 5.1761 -2.0383 2.3164
H10 5.8109 2.1659 2.8438
H11 -6.0176 -2.6568 4.3016
H12 3.2702 2.5460 -5.8295
H13 2.3642 -2.9276 1.3017
H14 -3.2120 1.1973 0.1029
H15 8.0552 -2.5325 -7.4583
H16 4.1167 -0.5861 0.0312
H17 -6.3630 -3.0864 2.5442
H18 2.7289 -5.1860 1.7323
H19 8.4668 -1.0845 -6.5257
H20 5.2731 4.2909 -3.2466
H21 -4.4490 3.1322 1.9696
H22 5.2434 -5.4001 0.5802
H23 -7.6030 -3.4066 3.8256
H24 -1.3771 4.2093 2.2125
H25 2.2536 1.6343 2.6627
H26 4.9026 2.3508 -5.1697
H27 3.6557 -0.1412 -8.8257
H28 -9.8131 -1.3005 -0.8293
H29 3.9886 1.6004 0.5134
H30 -7.0323 -0.6174 -0.5915
H31 2.9634 -3.2618 3.3462
H32 -0.2604 1.5445 1.0783
H33 -9.9377 0.1771 0.2072
H34 -7.8875 0.7742 0.1806
H35 -3.1780 3.9814 0.4966
H36 -10.7226 -1.3837 0.8173
H37 7.8820 -0.9385 -8.2069
H38 -8.0294 0.3160 4.9124
H39 4.3326 1.2503 3.5128
H40 -8.9905 -1.2888 4.9610
H41 4.5166 3.2099 1.2428
H42 4.6970 -0.3060 -10.2511
H43 4.4540 1.2949 -9.5301
H44 4.6298 -3.7787 3.8724
H45 -6.7492 0.9050 3.2484
H46 2.3556 -2.3539 -0.4182
H47 -7.2542 -1.2674 5.5044
H48 0.1701 2.4342 2.6342
H49 -5.4597 -0.3544 3.4608
H50 5.8876 0.1870 0.9731
H51 3.9473 -1.0022 3.1727
H52 1.5879 3.9245 0.5001
H53 3.5538 1.4655 -2.0918
H54 4.1263 -6.0971 2.5360
H55 -4.2418 1.5608 2.8760
H56 3.7160 1.0204 -5.0382
H57 -6.9923 -3.0521 0.4842
H58 6.4981 -0.1393 2.6542
H59 -2.2689 1.2160 1.6757
H60 2.6609 3.4484 2.7392
H61 3.7510 -4.2505 -0.8595
H62 -8.4473 -2.9078 -0.6441
H63 -0.5673 4.5032 0.6116
H64 5.6785 -4.0048 1.6409
H65 -5.4489 1.6672 -0.1150
H66 -6.5031 2.1784 1.3010

---

Formula: C3H4Cl2N3
Source: the Open Molecules 2025 dataset
Level of theory: wB97M-V/def2-TZVPD

Results
Calculated total energy in hartree: -1200.97313
Charge: +1
2S+1: 1
Relative energy (zero: lowest compared OMol25 entry of this formula, charge and spin) in kcal per mole: 65.64
Frontier orbital gap in eV: 9.21

Geometry (Å):
Cl1 0.6601 -2.0399 0.2851
Cl2 3.7150 0.3766 0.5070
N1 -1.8188 -0.3166 0.6368
N2 -1.2514 1.9552 -0.2461
N3 1.1562 1.0829 -0.1516
C1 2.2840 0.8246 0.1624
C2 -0.1164 1.0880 -0.7391
C3 -1.3618 0.7658 0.1126
H1 -0.2290 0.8195 -1.8712
H2 1.2382 -3.1090 -0.2061
H3 -1.5897 -1.2412 0.3314
H4 -2.6862 -0.2060 1.1788

---

Formula: CH2N4O3
Source: the Open Molecules 2025 dataset
Level of theory: wB97M-V/def2-TZVPD

Results
Calculated total energy in hartree: -483.72883
2S+1: 1
Relative energy (zero: lowest compared OMol25 entry of this formula, charge and spin) in kcal per mole: 95.57
Frontier orbital gap (spin up / spin down) in eV: 7.63 / 7.63

Geometry (Å):
O1 -0.0781 2.5095 0.8319
O2 -0.3309 1.8957 -1.2082
O3 -0.9443 -0.2111 0.8525
N1 1.0337 0.5657 0.2100
N2 0.0438 1.8025 -0.0965
N3 1.1434 -0.1456 -0.8315
N4 2.1429 -2.3753 -0.7278
C1 1.6882 -1.3233 -0.9440
H1 0.4967 0.1254 -1.5865
H2 -0.5923 -0.9456 1.2687

---

Formula: C21H30N3O3
Source: the Open Molecules 2025 dataset
Level of theory: wB97M-V/def2-TZVPD

Results
Calculated total energy in hartree: -1207.97316
Charge: +1
SMILES: CCOc1cc(C[NH2+]Cc2cccnc2)ccc1OCC(=O)NC(C)(C)C
2S+1: 1
Relative energy (zero: lowest compared OMol25 entry of this formula, charge and spin) in kcal per mole: 1.72
Frontier orbital gap in eV: 8.31

Geometry (Å):
O1 -2.5706 1.3758 2.0394
O2 -0.6289 -3.2088 -1.1244
O3 -2.3766 -1.4549 0.3546
N1 3.8159 -1.0551 1.4809
N2 4.2000 2.8531 -0.3276
N3 -3.5987 1.2653 0.0152
C1 3.0268 -2.2772 1.8521
C2 -0.2782 -2.5142 -0.0255
C3 5.4473 3.0099 -0.7333
C4 3.9616 -0.8673 0.0077
C5 0.8015 -1.1877 2.1915
C6 3.7532 1.6332 -0.1163
C7 6.3137 1.9445 -0.9455
C8 5.8477 0.6618 -0.7114
C9 -1.0793 -1.6261 0.7312
C10 -3.2681 -0.7830 1.2299
C11 -4.3939 3.4714 0.7013
C12 -4.2680 2.8034 -1.7152
C13 -1.9722 -3.2918 -1.5890
C14 -2.1570 3.1932 -0.4110
C15 -0.5130 -0.9731 1.8213
C16 -3.6005 2.6896 -0.3468
C17 4.5342 0.4907 -0.2862
C18 -3.1121 0.7510 1.1495
C19 1.5915 -2.0687 1.4669
C20 1.0464 -2.7063 0.3622
C21 -1.9760 -4.2582 -2.7623
H1 -5.4175 3.1075 0.7527
H2 2.9649 -0.9706 -0.4300
H3 -4.4112 4.5261 0.4436
H4 4.7462 -1.0752 1.9134
H5 -2.6232 -3.6597 -0.7897
H6 -3.7160 2.2379 -2.4637
H7 -4.0153 0.6356 -0.6529
H8 -4.2953 3.8433 -2.0270
H9 3.3089 -0.2391 1.8526
H10 4.6060 -1.6578 -0.3815
H11 -5.2908 2.4344 -1.6761
H12 -4.2665 -1.0783 0.8968
H13 6.4895 -0.1936 -0.8684
H14 1.1908 -0.6758 3.0594
H15 3.1198 -2.4217 2.9303
H16 3.4553 -3.1370 1.3364
H17 -1.5875 2.6243 -1.1435
H18 -1.0967 -0.2664 2.3881
H19 -2.9842 -4.3547 -3.1532
H20 1.6275 -3.4025 -0.2222
H21 5.7610 4.0309 -0.8963
H22 -2.3207 -2.3033 -1.9057
H23 2.7169 1.5623 0.1945
H24 -1.6864 3.0879 0.5622
H25 7.3228 2.1135 -1.2837
H26 -1.6243 -5.2354 -2.4435
H27 -2.1419 4.2411 -0.6948
H28 -3.9330 3.3574 1.6781
H29 -3.1235 -1.1072 2.2654
H30 -1.3226 -3.8943 -3.5503

---

- Number 4 is which compound?
  C17H29N3O6